(1)
{
  "formula": "C13H30Cl2NbO2",
  "method": "ωB97M-V/def2-TZVPD",
  "symbols": ["C", "C", "C", "C", "C", "Nb", "C", "O", "C", "C", "O", "C", "C", "C", "Cl", "C", "C", "Cl", "H", "H", "H", "H", "H", "H", "H", "H", "H", "H", "H", "H", "H", "H", "H", "H", "H", "H", "H", "H", "H", "H", "H", "H", "H", "H", "H", "H", "H", "H"],
  "coordinates": [[4.25006, -2.03600, 1.41524], [4.46966, -1.89203, -0.10257], [3.31914, -1.20656, -0.84945], [2.20445, -2.16560, -1.30133], [1.19464, -2.52664, -0.20507], [-0.13419, -0.81921, 0.35321], [-1.17930, -0.29539, -1.64443], [-2.04045, 0.86512, -1.67093], [-1.35269, 2.07599, -1.85667], [-1.87655, 3.14701, -0.91685], [-1.18087, 3.22272, 0.30611], [0.00170, 3.99458, 0.31297], [-0.06471, 5.07066, 1.39570], [-2.12734, -1.83162, 0.79530], [-1.79400, -2.63325, 2.37477], [-3.50666, -1.21300, 0.71923], [-4.65796, -2.22271, 0.79819], [-3.74127, 0.09505, 1.93910], [4.41781, -3.05412, 1.77855], [3.22959, -1.75883, 1.69251], [4.92731, -1.38684, 1.97777], [4.63923, -2.88041, -0.54745], [5.38702, -1.31964, -0.27730], [3.71623, -0.68217, -1.72615], [2.88041, -0.43838, -0.20183], [1.69174, -1.74989, -2.17918], [2.69414, -3.08630, -1.65863], [1.71556, -3.01877, 0.61904], [0.46184, -3.26598, -0.58660], [-0.61846, 0.20921, 1.72124], [1.14477, -0.92278, 1.68419], [0.60503, 0.72872, -0.21873], [-0.47908, -0.23544, -2.49970], [-1.85358, -1.13137, -1.90038], [-0.28255, 1.92199, -1.67697], [-1.47942, 2.41293, -2.89979], [-1.85460, 4.12247, -1.42942], [-2.91356, 2.91999, -0.65650], [0.14663, 4.44596, -0.67881], [0.84572, 3.31840, 0.48012], [0.80476, 5.03384, 2.05571], [-0.95313, 4.89159, 2.00476], [-0.13815, 6.08511, 0.99625], [-2.15265, -2.65801, 0.06580], [-3.52732, -0.68834, -0.23885], [-5.49126, -1.85186, 1.39608], [-4.31340, -3.15671, 1.24822], [-5.03428, -2.43347, -0.20647]],
  "gap_ev": 7.3,
  "e_homo_ev": -4.15,
  "total_charge": -1
}

=====

(2)
{
  "formula": "C2H8N3",
  "method": "ωB97M-V/def2-TZVPD",
  "symbols": ["C", "C", "N", "N", "N", "H", "H", "H", "H", "H", "H", "H", "H"],
  "coordinates": [[1.01254, -1.09254, -0.19534], [-1.44912, 0.68655, -0.35484], [-2.45460, 0.19016, 0.13320], [1.44167, 1.02617, 0.21318], [0.83326, 0.19088, -0.60799], [2.14785, -1.11741, -0.23033], [0.63708, -1.03197, 0.86283], [0.66012, -1.97990, -0.82453], [-2.21024, -0.50917, 0.80752], [-1.47225, 1.50175, -1.12725], [-3.39518, 0.40183, -0.17158], [1.92390, 0.51998, 0.99417], [1.53377, 2.00419, 0.10925]],
  "gap_ev": [7.6, 7.8],
  "de_lowest_kcal_mol": 149.3,
  "e_homo_ev": [-12.74, -12.89],
  "total_charge": 1
}

=====

(3)
{
  "formula": "C4H7N",
  "method": "ωB97M-V/def2-TZVPD",
  "symbols": ["C", "N", "C", "C", "C", "H", "H", "H", "H", "H", "H", "H"],
  "coordinates": [[-1.99819, 0.51576, 0.18586], [-1.45617, -0.62422, 0.25271], [-0.19697, -0.84280, 0.80133], [1.04717, -0.65117, 0.29992], [1.27313, 0.40634, -0.75804], [-1.49047, 1.47338, 0.37458], [-3.04776, 0.58798, -0.06163], [-0.15803, -1.62931, 1.54730], [1.92392, -1.24216, 0.50832], [2.32391, 0.69033, -0.80229], [1.10690, 0.01476, -1.75696], [0.67254, 1.30110, -0.59111]],
  "gap_ev": 9.7,
  "de_lowest_kcal_mol": 42.1,
  "smiles": "C=N/C=C\\C",
  "e_homo_ev": -8.70
}

=====

(4)
{
  "formula": "C4H5NO",
  "method": "ωB97M-V/def2-TZVPD",
  "symbols": ["C", "C", "C", "C", "N", "O", "H", "H", "H", "H", "H"],
  "coordinates": [[-2.86447, -0.37564, -0.28161], [1.75659, -0.63750, 0.25116], [0.43820, -0.50590, 0.32508], [-1.70342, 0.41370, -0.13351], [-2.51328, -0.37367, 0.88301], [-0.36806, -0.09835, -0.71306], [-3.66826, -0.81200, -0.97250], [2.26045, -1.01797, 1.22853], [2.39822, -0.36202, -0.59113], [-0.14071, -0.86622, 1.11340], [-1.51940, 1.43842, 0.18235]],
  "spin_multiplicity": 3,
  "gap_ev": [5.7, 9.2],
  "de_lowest_kcal_mol": 83.5,
  "e_homo_ev": [-4.63, -10.75]
}